# 1
Entry from the OMol25 dataset: a structure of composition C5H13CuN2O6S2 (the ωB97M-V functional and the def2-TZVPD basis).

Output
LUMO level = -0.11889 Eh
Electronic energy = -3195.92480 a.u.
Orbital gap = 0.195 Ha
E_HOMO = -8.555 eV
F_max = 0.074 hartree/bohr
Molecular weight = 324.847 g/mol

```
! RIJCOSX wB97M-V def2-TZVPD def2/J DEFGRID3
* xyz 0 1
C 2.67906 -0.04876 1.37869
C 2.17976 0.23931 -0.06082
O 3.24878 0.57653 -1.01011
C 1.38884 -0.92134 -0.63692
N 0.23423 -1.14417 0.23785
C -0.89622 -1.62212 -0.57173
C -2.18869 -1.65475 0.25800
O -3.18751 -0.73414 -0.17897
S -3.25869 0.69588 0.60364
O -4.63601 0.87206 0.93010
O -2.43720 0.71371 1.78717
N -2.90381 1.96382 -0.42391
S -1.31998 2.06701 -0.70170
O -1.10765 3.06925 -1.72148
O -0.50933 2.36773 0.46549
H 2.31079 -0.97091 1.77476
H 2.37737 0.73963 2.04903
H 3.78008 -0.04382 1.39094
H 1.49949 1.07020 -0.00565
H 2.82771 0.75399 -1.83454
H 1.96993 -1.82833 -0.67606
H 1.09178 -0.66240 -1.65389
H -0.04438 -0.24076 0.58776
H -1.05839 -1.06170 -1.48751
H -0.65273 -2.62868 -0.87119
H -1.95894 -1.62141 1.30553
H -2.60856 -2.62595 0.07597
H -0.88212 0.90527 -1.27324
Cu 4.06242 1.77487 0.26279
*
```


# 2
Entry from the OMol25 dataset: a structure of composition H18Na4O13S (the ωB97M-V functional and the def2-TZVPD basis).

Output
LUMO level = -0.28592 Eh
Electronic energy = -2035.76215 a.u.
Orbital gap = 0.157 Ha
E_HOMO = -12.058 eV
F_max = 0.136 hartree/bohr
Molecular weight = 350.158 g/mol

```
! RIJCOSX wB97M-V def2-TZVPD def2/J DEFGRID3
* xyz 2 1
Na -3.27348 3.50449 2.79938
Na 3.16709 3.64740 1.27485
Na -3.65597 1.85769 -2.71754
Na -4.80885 -1.61242 0.56869
S -0.49827 0.86424 0.39301
O 0.26638 1.47215 1.45966
O -0.27273 1.60260 -0.87588
O -0.17544 -0.53543 0.24852
O -1.87054 0.90880 0.76764
O 2.86470 1.73419 -3.29012
H 2.41030 0.89238 -3.32314
H 2.18008 2.36828 -3.07694
O 0.84278 -2.01426 -3.42083
H 0.59395 -2.09713 -2.50026
H 0.09112 -2.35693 -3.90437
O 3.81898 -0.78647 2.48634
H 3.89733 -1.73079 2.35093
H 3.23340 -0.49178 1.78885
O 1.72489 -4.42387 0.16159
H 1.17990 -4.93451 -0.43714
H 1.13901 -3.74775 0.50192
O -2.39579 -4.04158 -0.38533
H -1.71885 -3.36486 -0.39179
H -2.50020 -4.28537 -1.30506
O -0.36576 0.73799 5.60849
H -0.60025 1.62277 5.88850
H 0.08875 0.86248 4.77533
O -1.24468 -2.50996 3.72598
H -1.00517 -1.97194 2.97140
H -1.76294 -1.92747 4.28125
O -1.16058 1.40828 -5.34588
H -1.34385 0.47512 -5.23696
H -0.80618 1.68354 -4.50038
O 1.03236 5.81576 -0.40499
H 0.32893 5.94311 0.23155
H 0.59952 5.43136 -1.16730
*
```


# 3
Entry from the OMol25 dataset: a structure of composition C16H34OP2Ti (the ωB97M-V functional and the def2-TZVPD basis).

Output
LUMO level (alpha / beta) = 0.00358 / -0.02318 Eh
Electronic energy = -2236.98700 a.u.
Orbital gap (alpha / beta) = 0.180 / 0.148 Ha
E_HOMO (alpha / beta) = -4.804 / -4.646 eV
F_max = 0.072 hartree/bohr
Molecular weight = 352.262 g/mol

```
! RIJCOSX wB97M-V def2-TZVPD def2/J DEFGRID3
* xyz 0 3
P -2.82930 -2.99632 -3.24866
P -0.24841 -5.48078 -2.11603
C -2.18955 -4.60381 -3.96480
C -1.79283 -5.72093 -2.97784
H -1.34352 -4.35025 -4.61690
H -2.99131 -4.97955 -4.61559
H -2.57430 -5.93710 -2.22122
H -1.63784 -6.65850 -3.54587
C 1.12409 -5.82848 -3.23368
H 2.10010 -5.60149 -2.78048
H 1.02386 -5.29059 -4.18775
H 1.07661 -6.91624 -3.42642
C 0.07251 -6.31568 -0.57552
H 0.59394 -7.25454 -0.80629
H -0.87618 -6.53067 -0.07403
H 0.70403 -5.69963 0.07495
C -3.27477 -2.04338 -4.70849
H -3.65712 -1.07180 -4.37874
H -4.05327 -2.60324 -5.24618
H -2.39915 -1.90737 -5.35646
C -4.31215 -3.53205 -2.38627
H -4.07480 -4.21810 -1.55782
H -4.92918 -4.07924 -3.13050
H -4.87762 -2.66116 -2.01492
Ti -3.12006 -0.42200 -0.77074
C 1.20110 -2.81428 0.01481
C 2.11827 -2.45179 -0.89624
C 2.04687 -2.60054 -2.38691
C 1.07974 -1.66058 -3.16043
C -0.08998 -2.41377 -3.67619
C -1.19876 -2.34785 -2.67568
C -0.84250 -3.18770 -1.44079
C -0.28007 -2.52768 -0.18397
C -3.41270 -0.33087 1.19553
H 1.47711 -3.17435 1.01161
H 3.07167 -2.03499 -0.56014
H 1.78611 -3.64978 -2.62344
H 3.05197 -2.44542 -2.81612
H 0.77069 -0.82765 -2.52563
H 1.59456 -1.26566 -4.04360
H -0.38010 -2.25517 -4.71012
H -1.50948 -1.31999 -2.35116
H -0.00975 -3.87726 -1.85198
H -1.73134 -3.74563 -1.08222
H -0.44225 -1.44316 -0.19297
H -0.80120 -2.94466 0.68525
H -2.83517 -1.06191 1.80033
H -4.50347 -0.54462 1.30205
H -3.22472 0.69143 1.55565
C -0.34357 1.11804 -0.43969
O -1.57026 0.40501 -0.68734
H -0.20580 1.24767 0.63918
H -0.39978 2.07115 -0.93335
H 0.54271 0.60036 -0.83908
*
```


# 4
Entry from the OMol25 dataset: a cluster of 2 separate species, C11H18SSi in total (the ωB97M-V functional and the def2-TZVPD basis).

Output
LUMO level (alpha / beta) = -0.02373 / -0.07092 Eh
Electronic energy = -1117.49051 a.u.
Orbital gap (alpha / beta) = 0.317 / 0.193 Ha
E_HOMO (alpha / beta) = -9.280 / -7.175 eV
F_max = 0.066 hartree/bohr
Molecular weight = 210.418 g/mol

```
! RIJCOSX wB97M-V def2-TZVPD def2/J DEFGRID3
* xyz 0 1
C 0.49482 -3.70237 0.94925
C -0.75578 -3.15953 1.12050
C 1.59216 -2.89770 0.52063
C -1.06405 -1.90238 0.69186
C 1.37155 -1.57246 0.27596
C 0.05212 -1.05009 0.43287
C 0.81543 1.70751 -2.26415
C 3.22213 1.47920 -0.06660
C 0.67110 3.17528 0.47233
C -4.70550 -0.08813 0.05766
C -0.07763 0.31117 0.24082
Si 1.14889 1.58630 -0.37657
S -3.35032 0.71036 -0.89098
H 0.79392 -4.74164 0.98158
H -1.54162 -3.91231 1.33255
H 2.54594 -3.36292 0.20963
H -2.08949 -1.45931 0.82753
H 2.22395 -0.89500 0.26183
H 0.99603 0.71079 -2.65195
H -0.29349 2.05179 -2.35931
H 1.40307 2.32155 -2.87536
H 3.56418 2.49435 0.03014
H 3.53579 1.05390 0.87335
H 3.62040 0.81260 -0.77764
H -0.28163 3.56421 0.08501
H 0.40321 2.95942 1.61669
H 1.47024 3.88391 0.33863
H -5.56604 0.41831 -0.21724
H -4.33713 -0.14528 1.07770
H -4.80249 -1.06318 -0.35384
H -1.05975 0.71166 0.43709
*
```


# 5
Entry from the OMol25 dataset: the molecule C4H7ClO (the ωB97M-V functional and the def2-TZVPD basis).

Output
LUMO level = 0.03373 Eh
Electronic energy = -691.99075 a.u.
Orbital gap = 0.356 Ha
E_HOMO = -8.780 eV
F_max = 0.057 hartree/bohr
Molecular weight = 106.552 g/mol

```
! RIJCOSX wB97M-V def2-TZVPD def2/J DEFGRID3
* xyz 0 1
C 3.03330 -0.61090 0.03948
O 1.63348 -0.38284 0.21124
C 1.13894 0.72919 -0.32382
C -0.14125 1.14224 -0.16794
C -1.23982 0.53795 0.69766
Cl -2.28203 -0.60388 -0.22803
H 3.16056 -1.60327 0.30360
H 3.64957 0.07410 0.57789
H 3.35981 -0.47356 -1.04493
H 1.90591 1.30598 -0.92497
H -0.50441 1.91074 -0.85396
H -1.82254 1.36552 1.18410
H -0.76911 -0.04178 1.47266
*
```


# 6
Entry from the OMol25 dataset: a cluster of 2 separate species, C17H19N in total (the ωB97M-V functional and the def2-TZVPD basis).

Output
LUMO level (alpha / beta) = -0.13526 / -0.24773 Eh
Electronic energy = -713.63392 a.u.
Orbital gap (alpha / beta) = 0.295 / 0.182 Ha
E_HOMO (alpha / beta) = -11.701 / -11.701 eV
F_max = 0.051 hartree/bohr
Molecular weight = 237.346 g/mol

```
! RIJCOSX wB97M-V def2-TZVPD def2/J DEFGRID3
* xyz 1 2
C 0.41854 2.15614 -3.10246
C 1.04162 1.89375 -4.56702
C 0.56578 1.00947 -2.16984
C 0.54154 -0.40180 -2.32755
C 1.04999 1.31447 -0.83076
C 1.51545 0.09632 -0.30023
C 1.20868 2.47980 -0.09212
C 2.10656 -0.05727 0.91628
C 1.53991 2.25580 1.24194
C 1.90597 1.01630 1.80219
N 1.16038 -0.89432 -1.23681
H 1.10202 2.96029 -2.75152
H -0.59748 2.54683 -3.02296
H 0.42966 2.54051 -5.17835
H 0.38003 -1.05312 -3.16321
H 1.20654 -1.87534 -0.98490
H 0.73714 3.39907 -0.43843
H 2.43676 -1.01916 1.28588
H 1.62107 3.10913 1.88128
H 2.12495 0.98437 2.87631
H 0.87627 0.87919 -4.91344
H 2.07859 2.20906 -4.53175
C -1.88327 -2.42283 -0.14416
C -1.57918 -1.03378 3.90520
C -0.46168 -1.64499 3.33599
C -2.72701 -0.77713 3.20142
C -0.60447 -2.05009 1.98400
C -2.82197 -1.12779 1.88282
C -1.77813 -1.84292 1.26397
H -1.48296 -0.85555 4.98166
H 0.41397 -1.93504 3.90491
H -3.56844 -0.35831 3.75463
H 0.17378 -2.71136 1.62565
H -3.61994 -0.77441 1.24329
H -1.58871 -1.83034 -1.02421
H -2.81556 -2.97108 -0.23210
H -1.10639 -3.21388 -0.07561
*
```